An isolated molecule of C3H8O in a non-equilibrium geometry. Source: the Open Molecules 2025 dataset; level of theory: ωB97M-V/def2-TZVPD.

Element x y z (Å)
C 0.400 -0.299 -0.370
H -2.066 1.378 -1.496
H 0.712 -1.900 1.101
C -0.693 0.728 -0.172
H 1.151 0.109 -1.047
O -1.149 1.104 -1.468
H -0.073 -1.053 -1.000
H 0.666 -0.315 1.810
H -0.462 1.629 0.402
H -1.514 0.251 0.385
H 2.058 -0.772 0.935
C 0.971 -0.859 0.919

For the energy above the lowest of the compared OMol25 structures with the same formula, charge and spin, the calculation gives 38.96 kJ/mol. Its SMILES is CCCO. The HOMO energy is -10.272 eV. The value obtained for the orbital gap is 11.3 eV. The calculation puts the LUMO energy at 1.0 eV.



An isolated molecule of C3H8O2 in a non-equilibrium geometry. Source: the Open Molecules 2025 dataset; level of theory: ωB97M-V/def2-TZVPD.

Element x y z (Å)
C 0.268 -1.157 -0.304
C 0.710 0.206 -0.905
H 0.110 0.521 -1.776
H 0.564 -1.952 -0.976
O 0.691 1.179 0.101
C -0.625 1.180 0.643
H 1.754 0.136 -1.262
H -1.315 -1.850 0.787
H 0.826 -1.203 0.645
H -1.284 1.775 -0.001
O -1.177 -1.422 -0.078
H -1.094 0.162 0.646
H -0.557 1.600 1.646

For the energy above the lowest of the compared OMol25 structures with the same formula, charge and spin, the calculation gives 199.98 kJ/mol. Its SMILES is COCCO. The HOMO energy is -9.309 eV. The value obtained for the orbital gap is 10.2 eV. The calculation puts the LUMO energy at 0.9 eV.



A cluster of 2 separate species, C3H8O2 in total in a non-equilibrium geometry. Source: the Open Molecules 2025 dataset; level of theory: ωB97M-V/def2-TZVPD.

Element x y z (Å)
H 1.454 -0.054 -1.723
H -0.926 3.050 -0.801
C 0.722 0.286 -0.992
H -0.242 -2.457 2.458
H 0.016 -1.462 0.097
H -0.389 -3.942 2.462
O -0.838 2.109 -0.551
C -0.166 -0.517 -0.394
H -1.186 -0.137 -0.313
O -0.848 -3.140 2.763
C 0.525 1.798 -0.910
H 1.136 2.311 -0.170
H 0.741 2.155 -1.926

For the energy above the lowest of the compared OMol25 structures with the same formula, charge and spin, the calculation gives 244.74 kJ/mol. Its SMILES is C=CCO.O. The HOMO energy is -9.066 eV. The value obtained for the orbital gap is 9.8 eV. The calculation puts the LUMO energy at 0.7 eV.



A cluster of 2 separate species, C3H8O2 in total. Source: the Open Molecules 2025 dataset; level of theory: ωB97M-V/def2-TZVPD.

Element x y z (Å)
O 0.557 -0.614 0.613
O 0.754 0.651 -2.697
H 1.316 -0.443 1.196
C -0.613 0.081 2.679
H -1.234 0.905 3.002
H 0.374 0.199 3.130
H -0.610 1.110 0.781
C -0.054 -0.145 -2.336
H -1.132 0.094 -2.287
H -0.994 -0.856 3.088
C -0.565 0.081 1.163
H 0.219 -1.160 -2.020
H -1.436 -0.437 0.748

For the energy above the lowest of the compared OMol25 structures with the same formula, charge and spin, the calculation gives 157.95 kJ/mol. Its SMILES is C=O.CCO. The HOMO energy is -9.827 eV. The value obtained for the orbital gap is 10.8 eV. The calculation puts the LUMO energy at 0.9 eV.



A cluster of 2 separate species, C3H8O2 in total in a non-equilibrium geometry. Source: the Open Molecules 2025 dataset; level of theory: ωB97M-V/def2-TZVPD.

Element x y z (Å)
C -0.944 -0.110 2.102
H -0.025 -2.177 2.982
C -1.165 -1.351 1.701
O 1.619 1.562 -6.812
H 0.188 1.565 1.351
H -1.839 0.389 2.629
O -0.649 -2.533 2.273
H 0.696 1.418 -6.810
C 0.272 0.744 2.019
H 0.967 0.073 1.523
H 0.630 1.339 2.899
H -1.856 -1.670 0.917
H 2.108 0.750 -6.773

For the energy above the lowest of the compared OMol25 structures with the same formula, charge and spin, the calculation gives 386.15 kJ/mol. Its SMILES is C/C=C\O.O. The HOMO energy is -7.602 eV. The value obtained for the orbital gap is 7.9 eV. The calculation puts the LUMO energy at 0.3 eV.



A cluster of 2 separate species, C3H8O2 in total. Source: the Open Molecules 2025 dataset; level of theory: ωB97M-V/def2-TZVPD.

Element x y z (Å)
H 1.720 1.167 0.802
C 0.425 -1.310 -1.246
C -1.005 0.756 1.277
C -0.931 -0.013 0.193
H -1.731 1.558 1.347
H 0.979 -2.249 -1.172
H -0.266 0.668 2.069
H 1.086 -0.536 -1.660
H -0.434 -1.454 -1.916
H -1.597 0.121 -0.663
H 0.614 1.671 -0.063
O 0.015 -0.983 0.072
O 1.462 1.951 0.304

For the energy above the lowest of the compared OMol25 structures with the same formula, charge and spin, the calculation gives 166.21 kJ/mol. Its SMILES is C=COC.O. The HOMO energy is -9.287 eV. The value obtained for the orbital gap is 10.2 eV. The calculation puts the LUMO energy at 1.0 eV.



A cluster of 2 separate species, C3H8O2 in total in a non-equilibrium geometry. Source: the Open Molecules 2025 dataset; level of theory: ωB97M-V/def2-TZVPD.

Element x y z (Å)
H -2.180 0.523 -1.930
H 3.556 1.915 2.010
H 0.169 1.190 -0.779
C -1.066 -0.402 -0.316
O -1.235 -1.466 0.498
H -0.815 -0.569 -2.390
H -2.468 -1.144 -2.033
H 0.249 0.595 0.916
H 3.669 1.597 0.510
H -0.263 -1.573 0.787
C -0.249 0.591 0.015
O 3.259 1.353 1.361
C -1.704 -0.461 -1.692

For the energy above the lowest of the compared OMol25 structures with the same formula, charge and spin, the calculation gives 186.96 kJ/mol. Its SMILES is C=C(C)O.O. The HOMO energy is -8.734 eV. The value obtained for the orbital gap is 9.5 eV. The calculation puts the LUMO energy at 0.8 eV.



A cluster of 2 separate species, C3H8O2 in total. Source: the Open Molecules 2025 dataset; level of theory: ωB97M-V/def2-TZVPD.

Element x y z (Å)
H -1.659 0.805 1.208
H -0.959 1.073 1.249
C -0.465 -1.218 0.420
C 0.806 0.732 -0.640
H -1.495 -1.593 0.577
C -0.194 -0.443 -0.843
H 1.749 0.501 -1.151
H 0.396 1.635 -1.101
H -1.141 -0.121 -1.288
H 0.242 -1.182 -1.530
H 1.271 0.223 1.153
O 0.395 -1.471 1.239
O 1.052 1.059 0.706

For the energy above the lowest of the compared OMol25 structures with the same formula, charge and spin, the calculation gives 202.72 kJ/mol. Its SMILES is O=CCCO.[H][H]. The HOMO energy is -10.173 eV. The value obtained for the orbital gap is 11.1 eV. The calculation puts the LUMO energy at 0.9 eV.



An isolated molecule of C3H8O2 in a non-equilibrium geometry. Source: the Open Molecules 2025 dataset; level of theory: ωB97M-V/def2-TZVPD.

Element x y z (Å)
C -1.181 0.817 1.090
H 1.013 -0.089 0.887
H -0.308 -1.081 -2.264
H 0.532 0.191 -3.187
H -0.795 0.628 2.085
C 0.459 -0.506 0.037
H 0.716 -1.558 -0.083
H -2.252 1.093 1.064
H 1.436 -1.222 -2.594
H -0.608 1.647 0.662
C 0.625 -0.506 -2.340
O -0.952 -0.338 0.264
O 0.887 0.195 -1.133

For the energy above the lowest of the compared OMol25 structures with the same formula, charge and spin, the calculation gives 155.12 kJ/mol. Its SMILES is COCOC. The HOMO energy is -10.075 eV. The value obtained for the orbital gap is 11.2 eV. The calculation puts the LUMO energy at 1.1 eV.



An isolated molecule of C3H8O2 in a non-equilibrium geometry. Source: the Open Molecules 2025 dataset; level of theory: ωB97M-V/def2-TZVPD.

Element x y z (Å)
O -1.727 0.807 0.869
H 0.727 1.367 -0.926
C -0.222 -0.967 0.266
C 0.987 0.250 -1.334
H -1.078 -1.651 0.517
C -0.483 0.245 1.172
O -0.204 -0.627 -1.104
H -1.614 0.946 -0.067
H 0.746 -1.540 0.456
H -0.587 -0.035 2.279
H 1.951 -0.161 -0.787
H 1.176 0.329 -2.450
H 0.327 1.038 1.108

For the energy above the lowest of the compared OMol25 structures with the same formula, charge and spin, the calculation gives 198.56 kJ/mol. Its SMILES is COCCO. The HOMO energy is -9.963 eV. The value obtained for the orbital gap is 10.9 eV. The calculation puts the LUMO energy at 0.9 eV.



A cluster of 2 separate species, C3H8O2 in total. Source: the Open Molecules 2025 dataset; level of theory: ωB97M-V/def2-TZVPD.

Element x y z (Å)
H -0.696 -1.658 0.710
H -1.948 0.358 -0.741
H -1.567 2.062 -0.358
O 1.647 0.415 -0.508
C 0.086 -1.268 0.036
O 0.094 -1.554 -1.142
H 0.835 0.293 1.383
C 1.182 -0.354 0.568
H 1.984 -0.996 0.956
H 1.370 -0.108 -1.285
C -1.317 1.028 -0.151
H -0.267 0.947 -0.437
H -1.473 0.820 0.914

For the energy above the lowest of the compared OMol25 structures with the same formula, charge and spin, the calculation gives 145.24 kJ/mol. Its SMILES is O=CCO.C. The HOMO energy is -10.431 eV. The value obtained for the orbital gap is 11.3 eV. The calculation puts the LUMO energy at 0.8 eV.



A cluster of 2 separate species, C3H8O2 in total in a non-equilibrium geometry. Source: the Open Molecules 2025 dataset; level of theory: ωB97M-V/def2-TZVPD.

Element x y z (Å)
H -1.855 -1.079 -1.799
H -0.680 -2.587 -0.216
C -0.707 -0.883 0.733
C -0.601 0.033 -0.385
O 2.628 2.144 0.727
C -1.291 -0.182 -1.575
H 2.945 2.510 1.560
O -1.214 -2.151 0.466
H -1.383 0.633 -2.298
H -0.225 1.012 -0.101
H 0.301 -1.019 1.182
H -1.350 -0.399 1.479
H 3.432 1.968 0.225

The total charge is +1. For the energy above the lowest of the compared OMol25 structures with the same formula, charge and spin, the calculation gives 149.67 kJ/mol. As for the expectation value of S²: 0.7544. The HOMO energy (alpha / beta) is -14.822 / -14.822 eV. The value obtained for the orbital gap (alpha / beta) is 9.5 / 5.5 eV. As for the spin multiplicity: 2. The calculation puts the LUMO energy (alpha / beta) at -5.3 / -9.3 eV.



A cluster of 2 separate species, C3H8O2S in total in a non-equilibrium geometry. Source: the Open Molecules 2025 dataset; level of theory: ωB97M-V/def2-TZVPD.

Element x y z (Å)
C -0.903 0.042 0.013
H -1.380 -0.465 -0.905
C 1.383 -0.566 -0.512
S 3.279 -0.420 -0.257
H -4.967 -0.392 1.549
H 1.016 1.377 0.468
C 0.545 0.605 -0.214
H -2.646 0.645 0.473
H 1.122 -0.869 -1.559
H -0.984 -0.732 0.829
H 0.456 1.212 -1.091
H 1.058 -1.349 0.145
O -1.762 1.166 0.441
O -4.773 -0.315 0.619

The total charge is -2. For the energy above the lowest of the compared OMol25 structures with the same formula, charge and spin, the calculation gives 97.14 kJ/mol. The HOMO energy is -0.184 eV. The value obtained for the orbital gap is 6.0 eV. The calculation puts the LUMO energy at 5.9 eV.



A cluster of 2 separate species, C3H8O2S in total in a non-equilibrium geometry. Source: the Open Molecules 2025 dataset; level of theory: ωB97M-V/def2-TZVPD.

Element x y z (Å)
H 1.549 1.989 -0.307
H 0.396 0.501 -1.693
C -0.142 0.771 -0.759
H -0.351 -2.422 0.440
H 0.073 2.360 0.660
S -0.103 3.488 -1.412
H -1.146 -3.653 1.518
C 0.463 2.124 -0.334
O -0.309 -1.628 -0.210
H -0.424 -0.126 1.117
C 0.148 -0.368 0.189
O -0.204 -3.553 1.451
H 1.232 -0.419 0.374
H -1.183 0.936 -1.033

The total charge is -2. For the energy above the lowest of the compared OMol25 structures with the same formula, charge and spin, the calculation gives 25.33 kJ/mol. The HOMO energy is 0.149 eV. The value obtained for the orbital gap is 5.8 eV. The calculation puts the LUMO energy at 6.0 eV.



A cluster of 2 separate species, C3H8O2S in total in a non-equilibrium geometry. Source: the Open Molecules 2025 dataset; level of theory: ωB97M-V/def2-TZVPD.

Element x y z (Å)
C 3.277 0.231 1.328
H -3.709 -3.120 0.023
H 1.948 2.687 0.924
C -4.001 -2.054 -0.165
H -4.642 -1.990 -1.942
H 2.116 3.247 -0.841
H 3.033 -0.806 1.059
H 2.569 0.447 2.211
O -3.440 -1.136 0.368
S 2.933 0.935 -0.326
C 2.618 2.718 0.054
O -5.002 -1.937 -1.047
H 4.324 0.558 1.566
H 3.470 3.302 0.382

For the energy above the lowest of the compared OMol25 structures with the same formula, charge and spin, the calculation gives 146.84 kJ/mol. Its SMILES is O=CO.CSC. The HOMO energy is -8.469 eV. The value obtained for the orbital gap is 9.1 eV. The calculation puts the LUMO energy at 0.7 eV.



An isolated molecule of C3H8O2S in a non-equilibrium geometry. Source: the Open Molecules 2025 dataset; level of theory: ωB97M-V/def2-TZVPD.

Element x y z (Å)
C -0.163 1.293 0.274
H -1.918 0.452 0.001
C -0.082 -1.148 0.316
C 0.522 0.090 -0.336
H 0.557 -2.023 0.092
O -1.412 -1.327 -0.062
H 2.641 1.090 -0.593
H 0.207 2.253 -0.105
H 0.303 -0.098 -1.472
O -1.539 1.321 -0.104
H -1.474 -2.005 -0.716
H 0.027 1.264 1.321
S 2.313 -0.070 0.012
H 0.018 -1.092 1.373

For the energy above the lowest of the compared OMol25 structures with the same formula, charge and spin, the calculation gives 110.06 kJ/mol. Its SMILES is OCC(S)CO. The HOMO energy is -9.445 eV. The value obtained for the orbital gap is 10.1 eV. The calculation puts the LUMO energy at 0.6 eV.



A cluster of 2 separate species, C3H8O2S in total in a non-equilibrium geometry. Source: the Open Molecules 2025 dataset; level of theory: ωB97M-V/def2-TZVPD.

Element x y z (Å)
H -0.041 0.822 1.878
C -2.386 -1.120 -1.382
H -2.145 -0.363 -2.143
S -0.372 -0.643 -0.022
H -1.463 1.291 0.895
H 2.193 -0.944 0.177
O 0.269 -1.768 0.612
H -1.559 -0.108 1.991
H 2.776 0.065 -1.173
C -0.913 0.468 1.340
H 2.504 0.795 0.434
H -2.028 -2.075 -1.790
C 2.148 0.048 -0.280
O 0.825 0.332 -0.659

For the energy above the lowest of the compared OMol25 structures with the same formula, charge and spin, the calculation gives 544.29 kJ/mol. The HOMO energy (alpha / beta) is -8.768 / -8.768 eV. The value obtained for the orbital gap (alpha / beta) is 8.8 / 8.8 eV. The calculation puts the LUMO energy (alpha / beta) at 0.1 / 0.1 eV.



A cluster of 2 separate species, C3H8O2S in total in a non-equilibrium geometry. Source: the Open Molecules 2025 dataset; level of theory: ωB97M-V/def2-TZVPD.

Element x y z (Å)
O 2.927 3.434 3.426
H 3.790 2.877 5.215
H -0.674 -2.890 -2.650
C -0.610 -2.025 -2.015
O 5.004 3.916 3.989
C -3.261 -1.789 -2.582
H 0.108 -1.918 -1.206
C 3.971 3.408 4.272
H -4.282 -1.499 -2.321
H -2.886 -1.113 -3.343
S -2.225 -2.013 -1.153
H 2.047 3.524 3.746
H -3.436 -2.837 -2.882
H -0.472 -1.077 -2.496

The total charge is +1. For the energy above the lowest of the compared OMol25 structures with the same formula, charge and spin, the calculation gives 72.37 kJ/mol. As for the expectation value of S²: 0.7530. The HOMO energy (alpha / beta) is -12.396 / -12.396 eV. The value obtained for the orbital gap (alpha / beta) is 8.6 / 3.7 eV. As for the spin multiplicity: 2. The calculation puts the LUMO energy (alpha / beta) at -3.8 / -8.7 eV.